[1]
Here is a gas-phase ion, C11H22N3 (charge +1) in a non-equilibrium geometry from the Open Molecules 2025 dataset. Energies are from ωB97M-V/def2-TZVPD.

```
! wB97M-V def2-TZVPD RIJCOSX def2/J DEFGRID3
* xyz 1 1
C 2.15706 0.55168 1.70868
C 1.22352 -0.31811 -0.43722
H 3.50897 2.14198 1.53376
H 1.41433 2.43908 2.89449
H 2.25234 1.09958 3.80550
H -1.77412 0.95914 -3.48108
N -0.65555 -1.39509 2.21332
H 0.43757 -0.29435 -2.34784
C -2.13404 -1.46099 -2.69151
C 0.24895 -0.25560 -1.36605
C -3.38095 -0.41085 -0.68030
H 2.63538 -1.39062 2.66902
C 2.91228 1.64168 0.85000
C -2.28231 -0.25857 -1.82307
C -2.50721 0.94859 -2.69345
H -3.49656 0.55307 -0.18861
H 2.28265 2.46073 0.46504
H 3.04128 -1.26532 1.02245
H -3.46763 0.84749 -3.15155
H -3.06404 -1.84864 -3.08077
N 1.00346 -0.06287 0.97503
H -4.38223 -0.64102 -0.86768
C 0.24503 -0.91670 1.54502
H -1.53384 -2.18372 -2.22225
H 2.36506 -0.36840 -0.78221
H -0.70425 -2.43752 2.48797
C 1.60696 1.27971 2.91959
H -1.59230 -1.14430 -3.56071
H -2.95938 -1.04265 0.04094
H 0.60257 0.84264 3.21222
H 3.64334 1.25530 0.11023
H -1.22372 0.17024 -0.07472
C 3.08747 -0.70163 1.96560
N -1.02976 -0.16903 -1.03678
H 4.05106 -0.41874 2.13918
H -2.53135 1.79381 -2.07225
*
```

Output
E_LUMO = -3.80 eV
F_max = 4.0 eV/A
relative energy (zero: lowest compared OMol25 entry of this formula, charge and spin) = 170.8 kJ/mol
molecular weight = 196.3 Da
SMILES string = CC(C)(C)N/C=C\N(C#[NH+])C(C)(C)C
HOMO energy = -11.711 eV
E_tot = -596.24145 a.u.

***

[2]
Here is C11H22O2 in the gas phase from the Open Molecules 2025 dataset. Energies are from ωB97M-V/def2-TZVPD.

```
! wB97M-V def2-TZVPD RIJCOSX def2/J DEFGRID3
* xyz 0 1
H -3.96589 1.27604 3.15320
C 0.56929 0.22964 0.05327
C 0.30763 -1.32931 -3.49516
H 2.86536 -2.58671 -3.39340
C 1.31242 -1.67033 -4.59608
C -0.44907 0.75124 1.08076
H -2.67753 -0.77871 3.27685
H -0.55119 -1.10853 2.14767
C 0.95744 -0.74924 -2.24060
H -0.74974 0.41322 -1.63616
C 2.22544 -2.83647 -4.23552
H 0.75980 -1.92449 -5.50382
H -0.25249 -2.22895 -3.22921
H 1.62331 1.30041 3.49058
H 1.62650 -1.48737 -1.79570
H -2.80021 2.02167 2.06753
C -2.18635 0.09766 2.84656
C -0.08565 -0.33847 -1.20326
H 1.19028 -0.53423 0.52516
H 2.86230 -3.09175 -5.07950
C -3.24909 1.07630 2.36009
C -1.25172 -0.38064 1.73361
H -1.84592 -0.87711 0.96507
H -1.60217 0.56820 3.64033
H 1.63663 -3.71308 -3.97366
H -3.78652 0.66455 1.50826
H 1.22217 1.05702 -0.23824
H -1.12576 1.45124 0.58417
H 1.55694 0.12163 -2.51611
C 0.30757 1.53100 2.13195
H -0.68971 -1.21001 -0.94650
O 1.14536 0.76163 2.84094
H 1.91900 -0.78877 -4.81558
H -0.40653 -0.60066 -3.88711
O 0.21334 2.71443 2.32261
*
```

Output
E_LUMO = 0.81 eV
F_max = 0.7 eV/A
relative energy (zero: lowest compared OMol25 entry of this formula, charge and spin) = 5.8 kJ/mol
molecular weight = 186.3 Da
SMILES string = CCCCCC[C@@H](CCC)C(=O)O
HOMO energy = -10.129 eV
E_tot = -582.84393 a.u.